(1)
Below is the molecule C12H15N at a distorted geometry, with properties calculated with wB97M-V/def2-TZVPD.

Values from the calculation:
orbital gap = 8.665 eV

Cartesian coordinates (Å):
C -3.27141 0.93040 0.24424
C -2.05557 1.49104 0.20602
C -3.39993 -0.44029 0.16286
C -0.90604 0.72483 0.06568
C -1.13191 -0.70484 -0.11869
C 0.11424 -1.49408 -0.23382
C 1.28851 -0.89829 -0.00357
C 0.49111 1.20296 -0.04029
C 0.10120 -2.98237 -0.08120
C 2.70165 -1.06655 0.18702
C 1.11547 2.01182 1.09180
C 0.97898 1.44655 -1.49185
N -2.32712 -1.25014 -0.01572
H -4.09725 1.63975 0.34111
H -1.84839 2.48996 0.28884
H -4.30580 -1.00532 0.26077
H -0.45976 -3.23101 0.80794
H 1.16224 -3.23257 -0.18945
H -0.50805 -3.26996 -0.99143
H 3.30063 -0.63980 -0.58419
H 3.13479 -2.03622 0.32354
H 3.05106 -0.58332 1.19683
H 0.42033 2.07228 1.95521
H 1.40798 2.95458 0.77748
H 1.99911 1.50519 1.50203
H 0.61998 0.60667 -2.09774
H 1.97609 1.56733 -1.55781
H 0.44787 2.19139 -2.00562

Charges computed using Mulliken, reported in e:
1. C -0.526
2. C -0.545
3. C -0.425
4. C 0.278
5. C 0.128
6. C 0.714
7. C 0.139
8. C 1.000
9. C -1.269
10. C -1.491
11. C -1.406
12. C -1.570
13. N -0.624
14. H 0.347
15. H 0.574
16. H 0.446
17. H 0.299
18. H 0.378
19. H 0.251
20. H 0.312
21. H 0.458
22. H 0.225
23. H 0.335
24. H 0.446
25. H 0.230
26. H 0.425
27. H 0.467
28. H 0.403

---

(2)
Below is a cluster of 2 separate species, C2HClN2O2 in total at a distorted geometry, with properties calculated with wB97M-V/def2-TZVPD.

Values from the calculation:
orbital gap = 8.950 eV

Cartesian coordinates (Å):
C 0.13196 0.72266 0.70431
C 1.38347 -0.48231 -0.99425
N -1.02280 0.43621 0.57579
N -2.08173 0.18847 0.00987
O 1.68665 0.41061 -1.60064
O 0.97942 -1.42614 -0.47389
Cl 1.14498 1.02476 1.98970
H -2.22197 -0.87426 -0.21089

Charges computed using Mulliken, reported in e:
1. C 0.179
2. C 0.720
3. N 0.508
4. N -0.874
5. O -0.317
6. O -0.402
7. Cl -0.085
8. H 0.273

---

(3)
Below is a structure of composition C32H64CdO18Zn at a distorted geometry, with properties calculated with wB97M-V/def2-TZVPD.

Values from the calculation:
orbital gap = 4.786 eV

Cartesian coordinates (Å):
Zn 1.53633 3.26250 0.64949
Cd -1.76041 -3.38174 -1.94782
C -0.65035 -5.62533 -5.28639
C -0.80411 -4.87507 -4.12310
C 0.45447 -4.62393 -3.20531
O 0.25374 -3.85880 -2.18803
C 1.70625 -5.01955 -3.66591
C 1.83976 -5.65270 -4.88911
C 0.63255 -5.97160 -5.72790
O 0.73805 -6.60588 -6.78830
O 2.97127 -6.00889 -5.25719
O -1.91243 -4.36948 -3.71856
H -1.53888 -5.80028 -5.87315
H 2.58241 -4.85339 -3.05491
C -0.54380 -0.29272 0.76871
C -0.92394 -1.07774 -0.30879
C -0.72433 -0.60939 -1.72044
O -1.19721 -1.29095 -2.69031
C -0.09833 0.58414 -2.01007
C 0.40351 1.34652 -0.92926
C 0.13196 0.90595 0.55286
O 0.55927 1.70463 1.42857
O 1.04203 2.41993 -1.07218
O -1.44421 -2.20232 -0.04843
H -0.62371 -0.61584 1.79621
H 0.07048 0.93372 -3.01651
C 0.73965 5.30643 4.02636
C 1.89132 5.12395 3.05431
O 1.94084 3.77852 2.53900
H -0.19446 4.93715 3.60155
H 0.60882 6.36487 4.25766
H 0.88563 4.80345 4.98378
H 2.82550 5.43126 3.52327
H 1.69486 5.78264 2.20926
H 2.21723 3.19872 3.26005
C 3.22927 -3.28614 1.52530
C 2.22417 -2.87108 0.45853
O 2.64354 -3.41667 -0.78591
H 2.75979 -3.02273 2.48410
H 4.20448 -2.81001 1.46830
H 3.33567 -4.36925 1.55520
H 2.17531 -1.78171 0.31769
H 1.22071 -3.23961 0.69391
H 1.86240 -3.73969 -1.27969
C -3.46018 -0.29810 4.65159
C -3.69276 0.56947 3.42275
O -5.07727 0.86671 3.35539
H -2.39827 -0.43608 4.84250
H -3.88400 -1.29458 4.51238
H -4.00377 0.15611 5.47884
H -3.36602 0.08326 2.49606
H -3.15039 1.51811 3.54392
H -5.27620 1.28225 2.49782
C -2.22313 3.86777 1.17960
C -1.37056 4.32039 0.02566
O -0.02690 4.69972 0.42572
H -3.23051 3.63418 0.84591
H -2.24439 4.62386 1.97111
H -1.83571 2.97268 1.66874
H -1.75563 5.08252 -0.65305
H -1.25711 3.46473 -0.64768
H -0.07802 5.62822 0.67769
C 0.98381 -0.87560 4.04395
C 2.22973 -0.91642 4.91452
O 2.10981 -0.07995 6.06357
H 0.77363 0.09174 3.58096
H 0.14166 -1.19179 4.66089
H 1.07924 -1.55917 3.19593
H 3.10269 -0.57614 4.36226
H 2.35274 -1.94418 5.26901
H 1.41357 -0.43768 6.62344
C 3.79524 0.18734 1.70476
C 4.18828 1.64849 1.57527
O 3.39072 2.23771 0.52582
H 4.31122 -0.27493 2.54318
H 4.02921 -0.32573 0.76771
H 2.71491 0.06807 1.79231
H 5.24791 1.78515 1.35149
H 4.04451 2.16929 2.52215
H 3.77685 1.90009 -0.29303
C -3.83464 1.27531 -0.57500
C -5.24558 1.19831 -0.01506
O -5.46830 2.21809 0.96656
H -3.08590 1.19426 0.21241
H -3.74132 2.23891 -1.08423
H -3.64520 0.50040 -1.31974
H -5.39841 0.23167 0.46501
H -5.97539 1.28794 -0.82122
H -5.65391 3.05436 0.53229
C -1.81720 -3.75012 2.93385
C -0.44490 -4.36843 3.06501
O -0.13456 -4.69214 4.43520
H -2.21375 -3.85066 1.92452
H -1.80590 -2.68536 3.17183
H -2.53348 -4.22661 3.60509
H 0.33916 -3.72134 2.66381
H -0.39008 -5.32976 2.54403
H 0.59463 -5.31554 4.41806
C -0.49912 -1.90041 -6.10961
C -0.40231 -0.39414 -6.26434
O -1.21697 0.25790 -5.29204
H 0.03767 -2.14973 -5.18622
H -0.06592 -2.54240 -6.87602
H -1.50843 -2.27491 -5.92691
H -0.67163 -0.05050 -7.26243
H 0.63378 -0.07512 -6.10820
H -1.12064 -0.24680 -4.47050
C 1.41121 3.19086 -4.58432
C 1.94319 4.38662 -5.31971
O 1.13990 5.54887 -5.03622
H 2.14056 2.37927 -4.56132
H 0.41231 2.87037 -4.87660
H 1.31430 3.43117 -3.51719
H 1.89094 4.20255 -6.39982
H 2.99553 4.56747 -5.07971
H 1.70031 6.28031 -5.31715

Atom charges from the Mulliken analysis, given in e for atoms 1 to 99:
1. Zn 0.121
2. Cd 1.515
3. C -0.742
4. C 0.864
5. C 0.815
6. O -1.053
7. C -0.823
8. C 0.315
9. C 0.421
10. O -0.660
11. O -0.670
12. O -0.922
13. H 0.388
14. H 0.513
15. C 0.206
16. C 0.708
17. C 1.593
18. O -1.237
19. C -1.248
20. C 0.651
21. C 0.874
22. O -0.525
23. O -1.038
24. O -1.506
25. H 0.331
26. H 0.320
27. C -1.153
28. C -0.281
29. O -0.029
30. H 0.207
31. H 0.396
32. H 0.403
33. H 0.405
34. H 0.195
35. H 0.177
36. C -0.983
37. C 1.033
38. O -0.629
39. H 0.072
40. H 0.281
41. H 0.376
42. H -0.427
43. H 0.032
44. H 0.398
45. C -1.187
46. C 0.838
47. O -0.599
48. H 0.154
49. H 0.308
50. H 0.426
51. H -0.167
52. H -0.016
53. H 0.321
54. C -0.341
55. C -0.145
56. O -0.276
57. H 0.095
58. H 0.482
59. H -0.206
60. H 0.518
61. H -0.103
62. H 0.249
63. C 0.328
64. C -0.424
65. O -0.584
66. H -0.236
67. H 0.458
68. H -0.356
69. H -0.006
70. H 0.371
71. H 0.348
72. C -0.432
73. C -0.786
74. O -0.215
75. H 0.457
76. H 0.503
77. H -0.174
78. H 0.440
79. H 0.206
80. H 0.252
81. C -0.204
82. C -0.723
83. O -0.667
84. H -0.124
85. H 0.321
86. H 0.288
87. H 0.337
88. H 0.427
89. H 0.326
90. C -0.773
91. C 0.119
92. O -0.595
93. H 0.163
94. H -0.064
95. H 0.467
96. H -0.208
97. H 0.517
98. H 0.314
99. C -0.998

---

(4)
Below is a structure of composition C38H47N5OPSSiV, with properties calculated with wB97M-V/def2-TZVPD.

Values from the calculation:
multiplicity = 4
net charge = +1
expectation value of S² = 3.76
orbital gap (spin up / spin down) = 7.252 / 7.696 eV

Cartesian coordinates (Å):
V 1.11685 0.13455 -0.43983
C 3.19424 -0.21623 1.91139
C 2.63327 -1.59713 1.61933
N 2.35432 -1.74038 0.17463
C 3.60948 -1.97791 -0.58254
C 3.73403 -1.19908 -1.88787
S 3.07943 0.48357 -1.80771
C 4.20717 1.25463 -0.58965
C 3.44141 1.81756 0.60332
N 2.49278 0.83844 1.14932
H 4.25060 -0.17448 1.64073
H 3.14716 -0.02197 2.98577
H 1.70018 -1.73387 2.15562
H 3.32525 -2.36690 1.97714
H 1.72608 -2.52689 0.03897
H 3.72272 -3.04466 -0.79181
H 4.44171 -1.70746 0.06783
H 3.16880 -1.67124 -2.69001
H 4.77441 -1.15919 -2.21126
H 4.76230 2.04863 -1.08677
H 4.92691 0.49525 -0.28530
H 2.87131 2.68333 0.29016
H 4.15953 2.14613 1.36416
H 1.79527 1.32690 1.72666
C 0.21966 3.44180 -3.74844
Si 0.37947 3.32072 -1.88858
C 2.11180 3.97139 -1.56413
C -0.73614 4.60495 -1.07257
N 0.07162 1.68166 -1.35899
C -1.06491 1.16561 -1.99793
C -2.21445 1.92081 -2.30191
C -3.27217 1.41161 -3.03949
C -3.24417 0.10387 -3.49881
C -2.15013 -0.69166 -3.18532
C -1.12481 -0.16646 -2.43076
O 0.01046 -0.94541 -2.08450
C -0.10385 -2.32970 -2.19693
C 0.78058 -2.97620 -3.03796
C 0.74875 -4.36433 -3.11871
C -0.17752 -5.08480 -2.37860
C -1.08646 -4.41119 -1.57028
C -1.05707 -3.02734 -1.47583
H 0.46050 4.45801 -4.07077
H -0.77554 3.20316 -4.11976
H 0.92751 2.76318 -4.23248
H 2.17817 4.85768 -2.20194
H 2.92053 3.30952 -1.87925
H 2.29193 4.31734 -0.54621
H -0.15215 5.44529 -0.69027
H -1.30051 4.18852 -0.23517
H -1.45235 5.01246 -1.79086
H -2.27056 2.93779 -1.94300
H -4.12305 2.04558 -3.25319
H -4.05370 -0.30127 -4.08924
H -2.10873 -1.71563 -3.53214
H 1.45314 -2.39609 -3.65564
H 1.43677 -4.87585 -3.77843
H -0.20868 -6.16308 -2.44946
H -1.83325 -4.96219 -1.01285
H -1.78406 -2.49501 -0.87432
N -1.43148 0.79653 2.51274
P -1.01313 -0.46876 1.42403
C -2.71455 -1.03960 1.03780
C -3.43267 -0.38309 0.04019
C -4.75222 -0.72348 -0.21796
C -5.36951 -1.72662 0.51453
C -4.66591 -2.38089 1.51610
C -3.34734 -2.03941 1.78111
C -0.49960 -1.78853 2.58687
C -0.29860 -3.07960 2.09465
C 0.17075 -4.08749 2.92042
C 0.45163 -3.81843 4.25598
C 0.25223 -2.54024 4.75321
C -0.22253 -1.52864 3.92323
C -1.02420 2.12913 2.53230
C -1.94995 3.11249 2.90316
C -1.52847 4.41908 2.97982
C -0.20405 4.73052 2.68514
C 0.62774 3.69308 2.33187
N 0.24105 2.41193 2.26466
H -2.35967 0.66820 2.89883
H -2.96968 0.40335 -0.53832
H -5.28973 -0.20376 -0.99962
H -6.39659 -1.99713 0.30854
H -5.14296 -3.15869 2.09749
H -2.81955 -2.56515 2.56515
H -0.51412 -3.30760 1.05711
H 0.31612 -5.08385 2.52339
H 0.81828 -4.60312 4.90357
H 0.46406 -2.32359 5.79182
H -0.36025 -0.53080 4.31886
H -2.97577 2.84150 3.11496
H -2.22725 5.19591 3.26151
H 0.16602 5.74384 2.72571
H 1.67007 3.88657 2.10359

Charges computed using Mulliken, reported in e:
1. V 1.544
2. C -1.105
3. C 0.797
4. N 0.027
5. C -0.989
6. C -0.696
7. S -0.112
8. C -1.166
9. C 0.323
10. N 0.474
11. H 0.369
12. H 0.505
13. H -0.975
14. H 0.545
15. H 0.125
16. H 0.427
17. H 0.477
18. H 0.263
19. H 0.598
20. H 0.655
21. H 0.587
22. H -0.917
23. H 0.517
24. H 0.206
25. C -1.248
26. Si 0.513
27. C -1.476
28. C -1.367
29. N 0.804
30. C -0.237
31. C -0.218
32. C -0.870
33. C -1.209
34. C -0.658
35. C 1.026
36. O -0.594
37. C -0.261
38. C -0.130
39. C -1.001
40. C -0.702
41. C -0.648
42. C 0.242
43. H 0.390
44. H 0.358
45. H 0.287
46. H 0.561
47. H 0.307
48. H 0.343
49. H 0.395
50. H 0.225
51. H 0.493
52. H 0.088
53. H 0.458
54. H 0.421
55. H 0.503
56. H 0.677
57. H 0.464
58. H 0.443
59. H 0.507
60. H 0.387
61. N 0.082
62. P 2.546
63. C -0.257
64. C -0.705
65. C -0.616
66. C -0.644
67. C -0.893
68. C -0.442
69. C -0.816
70. C -0.086
71. C -0.767
72. C -0.727
73. C -0.779
74. C -0.690
75. C 0.542
76. C -1.025
77. C -0.464
78. C -0.881
79. C -0.361
80. N -0.252
81. H 0.325
82. H 0.697
83. H 0.506
84. H 0.429
85. H 0.454
86. H 0.424
87. H 0.237
88. H 0.483
89. H 0.396
90. H 0.450
91. H 0.447
92. H 0.421
93. H 0.419
94. H 0.453
95. H 0.353